260
Properties=species:S:1:pos:R:3:forces:R:3:mulliken_charge:R:1 method="wB97M-V/def2-TZVPD" relative_energy_kcal_mol=251.4 gap_ev=7.8 spin_multiplicity=1 e_tot_ev=-110969.8752 homo_ev=-7.810
C 15.765133 19.141484 24.678673 0.25 -0.36 -0.45 -1.373
C 15.492618 18.518300 23.248998 0.96 -0.66 1.92 -0.392
N 15.792199 17.033708 23.200400 0.28 1.67 1.77 0.019
C 15.388041 16.474214 21.958427 0.79 -0.81 -0.19 -0.698
C 16.357050 16.798030 20.823415 -0.65 0.43 -0.98 -1.025
C 17.171328 16.700216 23.650524 -0.79 -1.01 -0.08 -0.345
C 17.509368 15.177902 23.675940 -0.32 -0.18 0.12 -1.458
H 16.825535 19.223229 24.917371 0.27 -0.33 -0.39 0.344
H 15.359236 18.567437 25.511630 -0.42 -0.06 -0.21 0.352
H 15.468017 20.186092 24.771500 -0.59 -0.09 -0.29 0.387
H 14.449983 18.653045 22.961146 0.05 -0.04 0.05 0.393
H 16.127426 19.112978 22.592122 0.06 -0.08 -0.52 0.265
H 15.318780 15.394017 22.086835 0.12 -0.23 -0.09 0.325
H 14.353385 16.770725 21.786219 0.12 0.31 -0.42 0.459
H 17.350151 16.348836 20.832433 -0.23 -0.47 0.40 0.252
H 15.864912 16.519326 19.891626 0.23 -0.05 -0.24 0.396
H 16.561453 17.866493 20.754735 -0.23 0.16 0.04 0.278
H 17.248722 17.043243 24.682237 0.15 0.21 -0.21 0.419
H 17.927606 17.174125 23.024771 0.22 0.40 0.02 0.341
H 18.264122 14.929717 24.422166 0.23 0.46 0.06 0.405
H 17.887403 14.747094 22.748800 -0.08 0.37 -0.27 0.298
H 16.682141 14.530560 23.967056 -0.42 0.31 -0.02 0.361
C 14.286466 1.943302 6.832088 -0.46 0.60 0.85 -1.375
C 14.840208 2.997377 7.846352 -0.78 -0.41 -0.76 -0.423
N 13.801113 3.706531 8.603075 -0.03 0.23 0.99 -0.014
C 12.936017 4.590165 7.794381 0.02 -1.88 0.83 -0.244
C 11.709752 5.167996 8.537991 0.44 0.33 -0.71 -1.414
C 14.377848 4.323916 9.795334 0.54 1.09 -0.21 -0.719
C 15.517442 5.383489 9.485342 -0.76 -1.01 -0.10 -0.977
H 13.839909 2.423343 5.961306 -0.03 -0.04 0.01 0.310
H 13.513294 1.407883 7.383097 -0.21 -0.14 -0.20 0.358
H 14.988603 1.192874 6.468804 0.36 0.32 0.21 0.400
H 15.421724 2.457637 8.593764 0.34 0.20 -0.13 0.397
H 15.425584 3.730962 7.292014 0.63 -0.05 -0.01 0.321
H 13.506219 5.368966 7.288009 -0.01 0.25 -0.21 0.290
H 12.625816 3.810147 7.099072 -0.57 0.79 -0.71 0.343
H 11.232574 4.516255 9.269852 0.34 -0.20 -0.07 0.337
H 11.938878 6.129335 8.997799 0.12 -0.09 0.25 0.323
H 10.964153 5.402473 7.778230 -0.13 -0.03 -0.03 0.426
H 14.774863 3.538111 10.437972 0.22 -0.09 -0.09 0.402
H 13.600104 4.785321 10.403862 -0.24 0.11 -0.25 0.355
H 16.372106 4.796332 9.149342 0.34 0.35 0.26 0.276
H 15.752747 6.038141 10.324497 0.12 -0.32 0.12 0.360
H 15.261953 6.036443 8.650798 -0.28 -0.01 -0.03 0.267
C 13.291632 -0.018465 25.831481 0.57 0.76 0.93 -1.229
C 14.819275 0.147664 25.884110 0.56 1.10 -1.04 -0.465
N 15.324426 1.558714 26.006529 -0.93 -0.92 1.43 0.240
C 16.772487 1.649547 26.211295 -0.01 -0.67 1.11 -0.514
C 17.230266 1.179404 27.654970 -0.25 -0.09 -0.95 -1.242
C 14.758768 2.563557 25.130067 0.15 -0.08 0.83 -0.481
C 14.950956 3.938464 25.787397 -0.15 0.07 -0.80 -1.186
H 12.889225 0.564604 25.003108 -0.10 -0.54 -0.20 0.309
H 12.825640 0.404429 26.721488 0.04 0.04 0.20 0.318
H 13.019916 -1.073998 25.820578 0.02 0.09 -0.43 0.393
H 15.319196 -0.484673 26.617821 -0.31 0.24 0.33 0.316
H 15.182875 -0.228088 24.927709 0.23 -0.34 -0.46 0.334
H 17.256622 1.085842 25.413831 0.50 -0.43 0.01 0.291
H 17.195406 2.650215 26.122400 -0.67 0.17 -0.20 0.315
H 17.124815 0.105735 27.810593 -0.11 -0.03 -0.10 0.316
H 18.281877 1.404269 27.832863 0.09 0.07 -0.24 0.409
H 16.667935 1.678453 28.444170 -0.20 0.12 -0.22 0.296
H 13.686800 2.481693 24.950389 -0.14 -0.54 0.66 0.275
H 15.123368 2.424265 24.112346 0.69 0.67 -0.40 0.322
H 14.335911 4.609264 25.187528 0.42 0.59 0.07 0.408
H 15.991550 4.253146 25.866434 -0.10 0.20 -0.48 0.277
H 14.584037 3.992911 26.812340 -0.30 -0.51 -0.07 0.300
C 25.151714 8.558718 11.478880 1.61 -0.19 0.15 -1.060
C 24.028063 8.509148 10.500316 -1.50 0.16 0.56 -0.602
N 22.955546 7.544376 10.855558 0.31 -1.76 -1.10 0.136
C 22.123828 7.822358 12.003612 -0.80 0.72 0.06 -0.257
C 21.106011 8.937355 11.748613 0.18 0.52 0.38 -1.309
C 23.448583 6.124600 10.893492 0.76 1.12 -0.84 -0.561
C 22.380068 5.107024 10.558476 -0.34 0.69 0.54 -1.239
H 25.663764 7.596479 11.476441 -0.02 -0.16 0.33 0.275
H 24.935846 8.846721 12.507739 -0.43 -0.13 -0.08 0.276
H 25.930371 9.244909 11.145825 -0.04 0.27 -0.14 0.422
H 23.597402 9.505769 10.403429 -0.34 0.04 0.11 0.327
H 24.402768 8.310611 9.496187 -0.04 -0.47 0.04 0.339
H 22.735837 8.021591 12.883291 0.10 0.45 0.37 0.199
H 21.478660 7.010363 12.339053 0.51 -0.73 -0.56 0.326
H 20.460775 9.085697 12.614496 0.36 0.18 0.43 0.401
H 20.356328 8.757762 10.978030 0.55 -0.38 -0.48 0.283
H 21.644085 9.860705 11.534138 -0.32 0.22 -0.06 0.295
H 24.225638 5.996718 10.139873 0.13 0.44 -0.27 0.428
H 23.995842 5.950371 11.819919 -0.30 -0.38 0.48 0.334
H 22.771523 4.106620 10.373965 0.03 0.05 0.29 0.399
H 21.686282 5.135120 11.398694 -0.34 -0.61 -0.23 0.278
H 21.864063 5.447176 9.660612 -0.07 -0.05 0.02 0.311
C 16.953869 7.309383 16.650143 0.33 -1.39 -0.16 -1.386
C 17.295620 7.329230 18.154873 -0.79 1.67 -0.66 -0.392
N 18.224574 8.418276 18.484818 0.84 -0.44 0.65 0.015
C 18.548374 8.278023 19.950458 -0.29 1.86 0.27 -0.586
C 17.380322 8.572986 20.895635 -0.58 -0.92 -0.03 -1.034
C 17.792338 9.792017 18.059584 1.05 -0.62 -0.10 -0.256
C 19.028488 10.729427 17.895273 -0.25 -0.33 1.62 -1.218
H 17.837577 7.285906 16.012485 0.30 0.25 0.21 0.343
H 16.280857 8.054943 16.226718 0.06 0.30 0.64 0.359
H 16.475858 6.357863 16.417294 -0.21 -0.16 0.13 0.406
H 16.365682 7.491005 18.699990 -0.56 0.02 0.04 0.298
H 17.653206 6.394976 18.587765 0.44 -0.10 -0.60 0.431
H 19.015136 7.336107 20.238634 -0.20 -0.31 -0.72 0.416
H 19.250616 9.016108 20.337992 0.66 0.25 -1.04 0.227
H 16.803663 9.440066 20.573560 -0.01 -0.07 0.08 0.236
H 16.730073 7.699273 20.939098 -0.38 0.16 0.10 0.274
H 17.718461 8.756379 21.915509 0.15 0.02 -0.04 0.405
H 17.009796 10.098618 18.753653 0.18 0.83 0.09 0.230
H 17.323717 9.826328 17.076058 -0.10 -0.82 0.05 0.308
H 19.797167 10.329077 17.234261 -0.46 -0.09 -0.37 0.279
H 19.539014 10.790836 18.856360 0.08 0.03 0.23 0.242
H 18.786113 11.766828 17.664750 -0.25 -0.16 -0.37 0.403
C 8.971671 6.446452 22.620483 -0.86 -0.17 -0.20 -1.399
C 8.161253 7.562130 21.922279 1.80 -0.36 0.04 -0.444
N 8.982380 8.312068 20.924063 -1.44 -0.81 0.31 -0.001
C 10.025568 9.057500 21.655619 -0.39 0.62 -0.63 -0.244
C 10.950513 9.890080 20.769653 -0.63 0.46 -0.78 -1.407
C 7.975289 9.084159 20.114760 1.55 -0.85 -0.69 -0.693
C 7.041523 9.983360 20.845648 0.31 1.11 0.76 -0.980
H 9.477107 5.803952 21.899487 0.21 0.17 0.01 0.317
H 8.271024 5.806965 23.157367 -0.12 -0.09 0.05 0.429
H 9.653012 6.809369 23.389997 0.15 0.14 -0.30 0.343
H 7.283750 7.171932 21.406679 0.09 -0.16 0.06 0.461
H 7.835121 8.221342 22.726757 -0.35 0.31 0.07 0.296
H 9.464290 9.666950 22.363883 0.51 0.49 0.55 0.365
H 10.674106 8.369343 22.197787 -0.40 -0.21 0.06 0.266
H 11.420434 9.266198 20.009364 0.26 -0.16 0.21 0.314
H 10.412571 10.638930 20.188313 -0.42 0.00 -0.03 0.294
H 11.687333 10.514058 21.275458 0.12 -0.55 0.45 0.391
H 7.408539 8.363737 19.524938 0.11 -0.34 0.06 0.381
H 8.565517 9.630087 19.378758 -0.15 0.31 -0.03 0.404
H 6.453187 10.611121 20.176402 -0.05 -0.17 -0.10 0.392
H 7.696185 10.657871 21.397525 -0.29 0.37 0.33 0.263
H 6.382845 9.503631 21.569590 0.00 -0.12 -0.21 0.254
C 22.695701 3.222181 23.661450 0.94 -0.23 0.04 -1.442
C 23.333445 1.858656 23.950050 -0.83 0.19 1.31 -0.271
N 22.697383 0.753634 23.264657 0.93 -0.31 -0.12 0.017
C 23.249135 -0.552404 23.708698 -1.17 0.49 0.03 -0.617
C 22.528367 -0.952942 25.016175 0.74 0.06 -0.97 -1.129
C 22.796679 0.900393 21.832646 -0.20 0.26 -0.69 -0.780
C 24.220564 0.916599 21.190286 -0.13 0.09 0.38 -1.071
H 23.206786 3.679804 22.814414 -0.66 0.04 -0.43 0.284
H 22.908157 3.909372 24.480436 -0.10 -0.10 0.21 0.445
H 21.616440 3.094844 23.577357 0.09 0.24 -0.36 0.348
H 24.417107 1.865952 23.832944 0.30 0.13 -0.17 0.349
H 23.132251 1.693145 25.008463 0.31 -0.11 0.18 0.318
H 23.134734 -1.263859 22.890870 -0.36 -0.13 0.07 0.479
H 24.327188 -0.493552 23.858471 0.27 0.07 0.30 0.295
H 22.786389 -0.114480 25.663098 -0.22 -0.61 0.72 0.279
H 21.444788 -1.031744 24.928176 0.07 0.24 -0.31 0.286
H 22.886056 -1.931561 25.336274 0.22 0.23 0.49 0.370
H 22.249027 1.802309 21.559289 0.22 0.26 -0.05 0.399
H 22.124752 0.117090 21.481854 0.51 -0.32 -0.71 0.466
H 24.891514 1.699222 21.544451 -0.37 0.34 0.58 0.289
H 24.224091 1.142236 20.123902 -0.40 -0.56 -0.14 0.407
H 24.781013 0.009858 21.417942 -0.19 -0.27 -0.36 0.278
C 17.324466 -0.346107 17.614783 0.17 0.12 0.28 -1.354
C 17.397246 -1.065254 16.285688 -0.36 -0.10 0.49 -0.365
N 17.510577 -0.210386 15.118797 0.02 0.23 -0.13 0.018
C 17.448855 -1.044243 13.899978 -1.46 0.11 -0.09 -0.466
C 15.995564 -1.609664 13.606690 0.06 0.98 0.59 -1.300
C 18.669243 0.720249 15.170451 0.21 -0.27 -0.14 -0.790
C 20.049011 0.042279 15.273253 -0.59 0.10 -0.10 -0.943
H 17.195298 -1.057280 18.430659 0.03 -0.21 -0.08 0.415
H 16.424672 0.269090 17.619505 0.22 0.36 0.04 0.267
H 18.217122 0.226988 17.865425 -0.11 0.23 -0.11 0.310
H 18.173307 -1.830521 16.271146 0.37 -0.24 0.18 0.413
H 16.448739 -1.602301 16.290022 -0.07 -0.16 -0.70 0.331
H 18.066791 -1.938630 13.979626 0.55 -0.01 -0.05 0.289
H 17.775968 -0.429610 13.061334 0.06 -0.09 -0.03 0.465
H 15.774671 -2.489397 14.211154 0.16 -0.14 -0.22 0.305
H 15.721829 -1.781123 12.565649 0.79 -0.42 -0.16 0.394
H 15.221897 -0.888457 13.870094 0.20 0.37 0.44 0.321
H 18.642317 1.342157 14.275686 -0.06 -0.25 -0.32 0.431
H 18.593244 1.474597 15.953582 -0.53 -0.34 0.37 0.357
H 20.856579 0.772954 15.227827 -0.03 0.02 -0.33 0.410
H 20.198839 -0.483346 16.216317 -0.21 -0.17 -0.02 0.234
H 20.083314 -0.660956 14.441164 0.58 -0.10 0.08 0.260
C 18.032676 17.274053 13.886020 -1.94 -1.32 -0.37 0.117
O 17.386799 16.236080 13.912234 0.49 0.04 0.41 -0.600
N 18.670079 17.707589 12.793293 -0.28 0.68 -0.45 0.122
C 19.244052 19.030850 12.878248 1.39 0.41 0.02 -0.980
C 18.782775 16.926290 11.560778 0.70 -0.09 -0.30 -0.898
H 17.982255 17.972047 14.736005 0.47 0.10 -0.10 0.287
H 20.244001 18.926763 13.299385 0.42 0.23 -0.31 0.337
H 18.775538 19.742721 13.557846 -0.70 -0.47 0.02 0.318
H 19.315770 19.553042 11.924171 -0.08 -0.37 -0.14 0.329
H 19.827724 16.856725 11.258552 0.30 0.06 0.26 0.343
H 18.440401 15.893467 11.625328 -0.26 0.32 0.63 0.303
H 18.315404 17.363524 10.678454 -0.50 0.40 0.33 0.323
C 11.844605 4.082241 17.642739 -1.99 1.47 -1.64 0.168
O 12.367197 3.377389 18.416155 2.06 -2.05 2.85 -0.562
N 11.473245 3.702596 16.411001 -0.43 -0.38 -1.64 0.086
C 10.931745 4.696023 15.500015 -0.22 0.32 -0.44 -0.986
C 11.792960 2.399550 15.837003 0.78 -0.43 0.14 -0.974
H 11.479189 5.096052 17.868262 0.22 0.30 0.09 0.260
H 10.246403 5.385622 15.992813 0.25 0.04 0.30 0.339
H 10.334967 4.291990 14.682264 0.05 -0.62 0.23 0.349
H 11.713380 5.264390 14.995922 0.19 0.17 0.11 0.335
H 10.927016 1.745225 15.736521 -0.25 0.36 -0.42 0.294
H 12.365534 2.516930 14.916946 -0.59 0.19 -0.47 0.361
H 12.495469 1.772148 16.385581 -0.06 0.63 0.90 0.326
C 26.158002 17.404997 14.271806 -0.66 0.00 0.98 0.110
O 25.392890 18.231086 14.760575 0.74 -0.50 -0.70 -0.583
N 25.843901 16.102080 14.061901 -0.47 0.09 1.36 0.118
C 26.798502 15.201166 13.450257 -0.42 0.21 -1.33 -0.831
C 24.455445 15.674500 14.298194 0.03 -0.33 -0.56 -0.883
H 27.213799 17.601709 14.029339 -0.03 0.28 -0.06 0.254
H 26.600081 15.293681 12.382470 0.24 -0.58 -0.39 0.373
H 26.677333 14.153086 13.723985 -0.15 0.22 0.33 0.254
H 27.844115 15.487802 13.562607 -0.18 0.21 0.50 0.270
H 23.926011 16.259100 15.050560 0.50 0.27 -0.13 0.291
H 23.900997 15.739396 13.361986 -0.18 0.19 -0.10 0.335
H 24.365201 14.629034 14.593096 0.55 -0.05 0.10 0.293
C 24.463718 7.324904 17.684012 1.19 -2.15 0.28 0.233
O 24.562048 6.111196 17.445029 -0.88 1.72 0.03 -0.639
N 25.566109 8.092368 17.834023 0.83 0.36 -0.99 0.033
C 25.522225 9.529406 18.044493 -0.02 -0.15 0.50 -0.831
C 26.920006 7.607816 17.351961 -1.97 -0.22 0.95 -0.915
H 23.524539 7.847087 17.923745 -0.04 -0.09 -0.18 0.297
H 25.667498 10.130115 17.146637 0.46 -0.18 -0.23 0.294
H 26.303940 9.698728 18.784998 0.00 0.67 -0.13 0.282
H 24.584213 9.910808 18.447924 -0.16 -0.54 0.22 0.310
H 26.875074 6.522384 17.262858 -0.16 0.17 -0.24 0.292
H 27.090105 8.082796 16.385755 0.52 -0.01 0.18 0.304
H 27.634636 7.812234 18.149213 0.21 0.43 -0.39 0.338
C 25.211456 15.373036 21.550435 2.55 -2.11 1.90 0.167
O 26.146861 14.832917 22.189184 -1.68 1.55 -1.40 -0.620
N 23.993976 14.832094 21.477183 -1.00 0.98 -1.16 0.069
C 22.962106 15.666468 20.843716 -0.20 -0.70 0.06 -0.965
C 23.491902 13.739146 22.268237 -0.50 -0.53 0.60 -0.851
H 25.297748 16.305134 20.970834 0.25 -0.09 0.11 0.303
H 23.321470 16.304600 20.036410 0.44 -0.06 0.25 0.336
H 22.477155 16.285632 21.598404 -0.30 0.02 -0.09 0.351
H 22.255819 14.984746 20.369874 -0.28 0.17 0.17 0.292
H 22.629855 13.285541 21.779139 0.12 0.04 -0.37 0.274
H 24.180071 12.927599 22.504706 0.42 0.47 -0.33 0.299
H 23.081252 14.084074 23.217181 0.16 0.25 0.25 0.346
C 13.035325 13.143719 26.266121 -2.10 -0.23 -2.04 0.095
O 12.187012 12.795822 25.401590 2.10 0.76 2.03 -0.642
N 13.733945 12.327868 27.054541 -1.03 -2.19 0.37 0.109
C 14.602424 12.833401 28.089655 0.69 0.80 -0.16 -0.980
C 13.539654 10.868442 26.950574 0.97 -0.11 -0.28 -0.949
H 13.286401 14.199781 26.450254 -0.12 0.07 -0.13 0.352
H 14.989049 12.125792 28.823081 -0.51 -0.53 -0.40 0.341
H 14.109749 13.612138 28.671844 0.06 0.14 -0.12 0.354
H 15.484212 13.224285 27.581954 0.20 0.37 0.34 0.331
H 12.963481 10.547251 26.082833 -0.17 0.65 0.12 0.311
H 14.532677 10.444193 26.802223 0.14 -0.17 0.05 0.364
H 13.138382 10.383663 27.840553 -0.22 0.44 0.18 0.314
C 21.832110 9.455443 28.817386 -0.33 1.84 -0.84 0.187
O 21.403471 10.143412 27.898674 0.33 -0.75 0.42 -0.591
N 21.257288 8.379407 29.350688 0.58 -0.54 0.16 0.112
C 20.180700 7.669249 28.736258 -0.91 -0.27 -0.69 -0.919
C 21.950131 7.729897 30.434281 -0.51 -0.05 0.74 -0.954
H 22.730403 9.734863 29.389394 0.15 0.13 -0.19 0.266
H 19.838947 8.140683 27.814830 0.34 0.35 0.13 0.311
H 19.296994 7.597766 29.370348 0.09 0.01 0.31 0.293
H 20.465959 6.656035 28.453182 0.22 -0.14 0.17 0.322
H 21.216683 7.586943 31.227825 0.05 -0.54 0.12 0.329
H 22.409917 6.789463 30.130477 -0.08 -0.11 0.07 0.312
H 22.701480 8.370910 30.895466 0.08 0.08 -0.40 0.332